Entry 1:
Here is an isolated molecule of C2H2ClNO2 from OMol25. Energies are from ωB97M-V/def2-TZVPD.

Calculated values
Net charge: 0
Multiplicity: 1
E_HOMO (eV): -10.19
Energy relative to the best compared isomer or geometry (same formula, charge and spin) (kJ/mol): 443.3
SMILES: O=[N+]([O-])/C=C/Cl
HOMO-LUMO gap (Eh): 0.3175

Geometry (Å):
C -0.498 0.117 0.265
C -0.075 0.135 -1.176
N 0.439 -0.218 1.115
O 1.597 -0.303 0.693
O 0.097 -0.549 2.248
Cl -1.018 0.770 -2.405
H -1.521 0.285 0.720
H 0.980 -0.237 -1.459

List of natural (NBO) charges in e, atom by atom:
1. C -0.144
2. C -0.143
3. N 0.444
4. O -0.417
5. O -0.380
6. Cl 0.110
7. H 0.256
8. H 0.273



Entry 2:
Here is a structure of composition C16H32NO4PTc from OMol25. Energies are from ωB97M-V/def2-TZVPD.

Calculated values
Net charge: +4
Multiplicity: 4
E_HOMO (alpha / beta) (eV): -23.52 / -23.35
HOMO-LUMO gap (alpha / beta) (Eh): 0.3377 / 0.1883

Geometry (Å):
Tc -0.228 -0.012 0.594
C -2.164 -0.061 0.381
O -3.318 -0.020 0.317
C -0.526 1.818 1.116
O -0.677 2.931 1.451
C 1.612 0.608 0.838
O 2.667 1.060 1.052
C -1.491 1.408 -2.415
P -0.018 0.607 -1.590
H 0.415 -0.908 -3.429
H -2.343 0.761 -2.148
C 1.429 1.393 -2.480
H 1.119 1.401 -3.538
C -1.336 1.442 -3.940
H -1.034 0.476 -4.359
H -0.616 2.214 -4.250
H -2.314 1.701 -4.376
C -1.796 2.813 -1.887
H -1.008 3.530 -2.141
C 1.014 -1.984 -1.599
H -1.950 2.837 -0.805
H -2.726 3.159 -2.363
C -1.360 -1.691 -2.492
H 0.846 -1.918 -0.499
H 0.840 -3.018 -1.902
H 2.059 -1.730 -1.811
C 0.050 -1.088 -2.395
H -1.273 -2.781 -2.585
H -1.924 -1.317 -3.360
H -1.945 -1.485 -1.584
C 2.742 0.612 -2.406
H 3.092 0.527 -1.370
H 3.505 1.158 -2.977
H 2.664 -0.382 -2.857
C 1.653 2.832 -2.016
H 1.863 2.875 -0.938
H 0.805 3.487 -2.238
H 2.528 3.232 -2.548
H -0.739 -2.363 0.640
H -0.504 -1.945 1.220
C 0.222 -2.206 5.774
N -0.397 -1.456 4.691
C -1.757 -0.992 4.854
C 0.226 -1.148 3.561
C 1.665 -1.479 3.352
O -0.488 -0.470 2.723
H -0.573 -2.361 6.522
H 1.069 -1.635 6.209
H 0.593 -3.172 5.379
H -1.818 0.108 4.912
H -2.413 -1.324 4.036
H -2.113 -1.409 5.792
H 1.865 -1.897 2.357
H 2.252 -0.549 3.424
H 2.055 -2.190 4.102

List of natural (NBO) charges in e, atom by atom:
1. Tc -0.070
2. C 0.616
3. O -0.283
4. C 0.717
5. O -0.254
6. C 0.604
7. O -0.311
8. C -0.459
9. P 1.330
10. H 0.285
11. H 0.304
12. C -0.436
13. H 0.288
14. C -0.635
15. H 0.234
16. H 0.250
17. H 0.325
18. C -0.628
19. H 0.249
20. C -0.600
21. H 0.206
22. H 0.314
23. C -0.618
24. H 0.149
25. H 0.291
26. H 0.263
27. C -0.496
28. H 0.286
29. H 0.266
30. H 0.183
31. C -0.615
32. H 0.218
33. H 0.323
34. H 0.237
35. C -0.624
36. H 0.216
37. H 0.242
38. H 0.325
39. H 0.189
40. H -0.059
41. C -0.459
42. N -0.037
43. C -0.462
44. C 0.730
45. C -0.754
46. O -0.568
47. H 0.293
48. H 0.328
49. H 0.312
50. H 0.317
51. H 0.297
52. H 0.283
53. H 0.283
54. H 0.315
55. H 0.300



Entry 3:
Here is a structure of composition C19H45Li4N3O9 from OMol25. Energies are from ωB97M-V/def2-TZVPD.

Calculated values
Net charge: +2
Multiplicity: 1
E_HOMO (eV): -9.68
Energy relative to the best compared isomer or geometry (same formula, charge and spin) (kJ/mol): 1031.7
HOMO-LUMO gap (Eh): 0.0717

Geometry (Å):
Li 24.232 -14.344 -3.482
Li 17.983 -17.419 -0.443
Li 18.247 -17.340 -7.331
Li 23.142 -16.700 1.208
C 20.246 -16.059 -3.570
O 20.748 -15.913 -2.473
O 19.067 -16.504 -3.704
O 20.933 -15.890 -4.623
C 18.951 -22.180 -16.048
O 18.546 -23.092 -15.002
C 17.597 -22.487 -14.146
C 17.986 -21.985 -12.768
N 18.730 -20.659 -12.692
C 17.833 -19.569 -13.123
C 18.427 -18.181 -13.127
O 18.976 -17.856 -11.844
C 19.930 -16.787 -11.953
H 18.026 -22.088 -16.618
H 19.561 -22.853 -16.650
H 19.561 -21.341 -15.713
H 16.956 -23.319 -13.858
H 16.907 -21.885 -14.737
H 18.517 -22.817 -12.306
H 17.189 -21.989 -12.024
H 18.801 -20.460 -11.704
H 16.970 -19.532 -12.457
H 17.409 -19.723 -14.115
H 17.561 -17.537 -13.276
H 19.000 -17.990 -14.034
H 20.602 -16.781 -11.094
H 19.380 -15.867 -12.148
H 20.562 -16.930 -12.829
C 18.950 -9.861 0.847
O 19.526 -9.706 2.147
C 20.678 -10.543 2.433
C 21.478 -9.953 3.579
N 22.071 -8.671 3.376
C 23.163 -8.831 2.383
C 24.206 -7.687 2.154
O 25.063 -7.792 1.038
C 25.947 -8.887 0.906
H 19.414 -9.317 0.024
H 17.963 -9.441 1.041
H 18.905 -10.878 0.458
H 21.332 -10.673 1.571
H 20.398 -11.557 2.720
H 22.183 -10.728 3.881
H 20.931 -9.759 4.502
H 21.300 -8.393 2.786
H 22.862 -9.081 1.366
H 23.803 -9.634 2.750
H 24.634 -7.514 3.142
H 23.676 -6.738 2.074
H 26.516 -8.702 -0.005
H 25.381 -9.815 0.827
H 26.656 -8.993 1.728
C 14.710 -14.897 -6.601
O 13.416 -15.276 -7.104
C 13.576 -16.102 -8.191
C 13.363 -17.606 -7.671
N 14.599 -18.156 -7.075
C 14.297 -19.582 -6.850
C 15.508 -20.210 -6.240
O 16.725 -19.870 -6.936
C 17.714 -20.845 -6.636
H 14.564 -14.222 -5.758
H 15.216 -14.345 -7.393
H 15.368 -15.654 -6.173
H 14.457 -15.895 -8.799
H 12.738 -16.101 -8.887
H 13.075 -18.363 -8.400
H 12.499 -17.641 -7.006
H 14.762 -17.707 -6.185
H 13.970 -20.133 -7.732
H 13.465 -19.809 -6.183
H 15.318 -21.270 -6.071
H 15.520 -19.828 -5.219
H 17.645 -21.767 -7.213
H 17.934 -20.917 -5.571
H 18.610 -20.411 -7.080

List of Mulliken charges in e, atom by atom:
1. Li 0.917
2. Li 0.896
3. Li 0.924
4. Li 0.980
5. C 0.643
6. O -0.843
7. O -0.766
8. O -0.800
9. C -0.702
10. O -0.366
11. C -0.598
12. C -0.648
13. N -0.425
14. C -0.539
15. C -0.765
16. O -0.242
17. C -0.811
18. H 0.369
19. H 0.269
20. H 0.232
21. H 0.327
22. H 0.459
23. H 0.397
24. H 0.410
25. H 0.251
26. H 0.329
27. H 0.362
28. H 0.353
29. H 0.444
30. H 0.245
31. H 0.323
32. H 0.331
33. C -0.729
34. O -0.336
35. C -0.430
36. C -0.796
37. N -0.386
38. C -0.381
39. C -0.707
40. O -0.333
41. C -0.647
42. H 0.286
43. H 0.256
44. H 0.303
45. H 0.327
46. H 0.435
47. H 0.402
48. H 0.333
49. H 0.364
50. H 0.226
51. H 0.313
52. H 0.346
53. H 0.368
54. H 0.248
55. H 0.231
56. H 0.308
57. C -0.613
58. O -0.348
59. C -0.449
60. C -0.760
61. N -0.130
62. C -0.891
63. C -0.681
64. O -0.212
65. C -0.804
66. H 0.269
67. H 0.307
68. H 0.169
69. H 0.281
70. H 0.368
71. H 0.474
72. H 0.353
73. H 0.171
74. H 0.562
75. H 0.348
76. H 0.407
77. H 0.331
78. H 0.310
79. H 0.328
80. H 0.256



Entry 4:
Here is a structure of composition C28H32ClF6N14O3PS2Ti from OMol25. Energies are from ωB97M-V/def2-TZVPD.

Calculated values
Net charge: -1
Multiplicity: 4
E_HOMO (alpha / beta) (eV): -3.49 / -5.92
Energy relative to the best compared isomer or geometry (same formula, charge and spin) (kJ/mol): 116.0
HOMO-LUMO gap (alpha / beta) (Eh): 0.1890 / 0.2212

Geometry (Å):
Ti -1.130 1.456 -1.729
N 1.629 1.924 0.319
C 0.400 2.007 0.920
N 0.195 2.256 2.202
N -1.141 2.184 2.348
N -1.716 1.903 1.234
N -0.754 1.799 0.276
C 1.828 1.197 -0.825
N 2.982 0.704 -1.224
N 2.677 0.003 -2.343
N 1.426 0.064 -2.603
N 0.834 0.845 -1.657
H 2.409 2.358 0.794
O 3.163 6.584 -0.193
S 2.626 5.249 -0.184
O 2.833 4.464 1.009
N 1.012 5.367 -0.580
C 0.756 4.490 -1.662
S -0.876 4.035 -1.743
C 1.917 3.962 -2.289
C 2.054 3.147 -3.427
C 3.313 2.743 -3.814
C 4.463 3.129 -3.110
C 4.349 3.933 -1.988
C 3.084 4.334 -1.603
H 1.181 2.833 -3.986
H 3.412 2.097 -4.677
H 5.435 2.780 -3.432
H 5.219 4.229 -1.415
F -2.157 0.342 -3.429
P -1.891 1.269 -4.821
F -2.843 2.394 -4.154
F -3.150 0.597 -5.520
F -1.549 2.227 -6.029
F -0.638 1.903 -3.905
F -0.918 0.137 -5.353
C -6.699 1.478 -1.054
C -5.772 2.501 -1.715
C -4.369 2.176 -1.501
N -3.267 1.920 -1.336
H -7.735 1.755 -1.237
H -6.533 1.443 0.021
H -6.530 0.483 -1.463
H -5.939 3.504 -1.319
H -5.926 2.543 -2.794
C 0.409 -5.288 3.177
C -0.209 -4.592 1.952
C 0.961 -4.155 1.063
C -1.036 -5.640 1.201
C -1.125 -3.414 2.446
O -1.927 -3.915 3.535
C -0.355 -2.192 2.982
C 0.306 -1.196 1.999
C 1.679 -0.751 2.435
C 1.875 -0.172 3.687
C 3.126 0.268 4.081
C 4.194 0.133 3.208
Cl 5.772 0.689 3.701
C 4.027 -0.420 1.953
C 2.766 -0.865 1.579
C -2.287 -3.006 1.511
N -1.985 -2.237 0.321
C -2.090 -0.921 0.177
N -1.642 -0.575 -1.016
C -1.273 -1.756 -1.586
N -1.484 -2.791 -0.811
H 1.134 -6.027 2.832
H -0.340 -5.819 3.766
H 0.950 -4.594 3.824
H 1.507 -5.049 0.752
H 1.665 -3.519 1.601
H 0.637 -3.647 0.158
H -0.425 -6.531 1.039
H -1.352 -5.277 0.223
H -1.913 -5.936 1.779
H -1.349 -4.044 4.293
H 0.413 -2.568 3.663
H -1.067 -1.649 3.610
H -0.320 -0.304 1.925
H 0.386 -1.605 0.994
H 1.031 -0.027 4.352
H 3.273 0.734 5.046
H 4.856 -0.482 1.262
H 2.634 -1.273 0.584
H -2.946 -2.382 2.114
H -2.847 -3.891 1.218
H -2.449 -0.239 0.933
H -0.842 -1.823 -2.572

List of Mulliken charges in e, atom by atom:
1. Ti 0.065
2. N 1.221
3. C -0.812
4. N -0.229
5. N -1.035
6. N -0.453
7. N 1.529
8. C -1.189
9. N 0.057
10. N -0.958
11. N -0.470
12. N 1.721
13. H 0.453
14. O -0.738
15. S 1.272
16. O -0.630
17. N -0.564
18. C 0.304
19. S -0.455
20. C 0.689
21. C -0.410
22. C -0.580
23. C -0.470
24. C -0.625
25. C -0.151
26. H 0.458
27. H 0.373
28. H 0.367
29. H 0.445
30. F -0.345
31. P 1.426
32. F -0.404
33. F -0.366
34. F -0.373
35. F -0.418
36. F -0.385
37. C -1.142
38. C -0.500
39. C 0.315
40. N 0.020
41. H 0.354
42. H 0.329
43. H 0.334
44. H 0.299
45. H 0.274
46. C -2.028
47. C 2.608
48. C -1.762
49. C -2.055
50. C 2.087
51. O -0.724
52. C -2.474
53. C 1.421
54. C 0.547
55. C -0.139
56. C -1.034
57. C 0.358
58. Cl -0.262
59. C -1.177
60. C 0.403
61. C -2.843
62. N 0.895
63. C -0.488
64. N 0.877
65. C -0.732
66. N -0.825
67. H 0.471
68. H 0.523
69. H 0.319
70. H 0.645
71. H 0.309
72. H 0.211
73. H 0.498
74. H 0.291
75. H 0.380
76. H 0.532
77. H 0.673
78. H 0.351
79. H -0.802
80. H -0.393
81. H 0.427
82. H 0.392
83. H 0.396
84. H 0.402
85. H 0.366
86. H 0.531
87. H 0.707
88. H 0.520



Entry 5:
Here is an isolated molecule of C4H3FO from OMol25. Energies are from ωB97M-V/def2-TZVPD.

Calculated values
Net charge: 0
Multiplicity: 3
E_HOMO (alpha / beta) (eV): -6.50 / -10.58
Energy relative to the best compared isomer or geometry (same formula, charge and spin) (kJ/mol): 37.8
HOMO-LUMO gap (alpha / beta) (Eh): 0.2702 / 0.2802

Geometry (Å):
C -1.848 -0.436 0.923
C -0.878 -0.362 0.155
C 1.046 0.940 -0.150
C 0.445 -0.359 -0.574
O 1.980 1.054 0.555
F 1.060 -1.570 -0.219
H -2.682 -0.541 1.486
H 0.549 1.750 -0.569
H 0.328 -0.477 -1.606

List of natural (NBO) charges in e, atom by atom:
1. C -0.189
2. C -0.069
3. C -0.068
4. C 0.148
5. O -0.156
6. F -0.332
7. H 0.224
8. H 0.237
9. H 0.204



Entry 6:
Here is a structure of composition C21H20Cl3N4PtS2Si from OMol25. Energies are from ωB97M-V/def2-TZVPD.

Calculated values
Net charge: +3
Multiplicity: 1
E_HOMO (alpha / beta) (eV): -17.14 / -17.14
Energy relative to the best compared isomer or geometry (same formula, charge and spin) (kJ/mol): 114.4
HOMO-LUMO gap (alpha / beta) (Eh): 0.1963 / 0.1963

Geometry (Å):
Pt 0.054 0.637 -1.550
C 3.424 -2.885 -2.760
N 1.957 -3.005 -2.792
C 1.270 -4.194 -2.813
C -0.047 -3.896 -2.853
N -0.156 -2.516 -2.888
C 1.091 -1.990 -2.839
S 1.610 -0.337 -2.856
C -1.410 -1.845 -3.057
C -2.422 -2.520 -3.710
C -3.651 -1.891 -3.859
C -3.822 -0.604 -3.375
C -2.752 0.010 -2.762
N -1.564 -0.600 -2.586
H 3.837 -3.888 -2.717
H 3.727 -2.327 -1.877
H 3.777 -2.391 -3.662
H 1.764 -5.151 -2.789
H -0.899 -4.550 -2.827
H -2.264 -3.499 -4.137
H -4.459 -2.401 -4.367
H -4.760 -0.077 -3.485
H -2.829 1.025 -2.397
N 0.740 0.772 0.287
S -0.392 0.865 1.465
C -0.482 2.502 2.112
C 0.624 3.098 2.715
C 0.490 4.385 3.200
C -0.733 5.047 3.094
C -1.832 4.432 2.508
C -1.711 3.144 2.006
C 0.352 -0.068 2.802
C 1.233 -1.102 2.515
C 1.729 -1.853 3.572
C 1.323 -1.584 4.872
C 0.421 -0.560 5.131
C -0.076 0.212 4.094
H 1.697 1.027 0.515
H 1.561 2.563 2.825
H 1.329 4.871 3.680
H -0.831 6.050 3.488
H -2.782 4.945 2.455
H -2.563 2.641 1.564
H 1.536 -1.317 1.500
H 2.433 -2.650 3.377
H 1.711 -2.178 5.689
H 0.105 -0.355 6.145
H -0.771 1.016 4.298
Cl -1.064 3.422 -1.328
Si 0.859 2.865 -1.694
Cl 2.184 3.502 -0.357
Cl 1.435 3.202 -3.572

List of natural (NBO) charges in e, atom by atom:
1. Pt 0.776
2. C -0.421
3. N -0.269
4. C 0.004
5. C -0.026
6. N -0.322
7. C 0.212
8. S 0.210
9. C 0.374
10. C -0.228
11. C -0.068
12. C -0.207
13. C 0.074
14. N -0.566
15. H 0.260
16. H 0.243
17. H 0.249
18. H 0.282
19. H 0.276
20. H 0.262
21. H 0.273
22. H 0.277
23. H 0.228
24. N -1.036
25. S 1.080
26. C -0.232
27. C -0.226
28. C -0.178
29. C -0.128
30. C -0.196
31. C -0.212
32. C -0.168
33. C -0.256
34. C -0.170
35. C -0.147
36. C -0.167
37. C -0.233
38. H 0.422
39. H 0.237
40. H 0.254
41. H 0.256
42. H 0.255
43. H 0.235
44. H 0.221
45. H 0.243
46. H 0.255
47. H 0.256
48. H 0.246
49. Cl -0.264
50. Si 1.218
51. Cl -0.240
52. Cl -0.218



Entry 7:
Here is a cluster of 2 separate species, C4H13NO in total from OMol25. Energies are from ωB97M-V/def2-TZVPD.

Calculated values
Net charge: 0
Multiplicity: 1
E_HOMO (eV): -8.65
Energy relative to the best compared isomer or geometry (same formula, charge and spin) (kJ/mol): 127.4
SMILES: CCN(C)C.O
HOMO-LUMO gap (Eh): 0.3503

Geometry (Å):
C 0.694 1.461 -0.180
C 0.035 0.793 1.041
N 0.021 -0.646 0.906
C -1.078 -1.188 1.749
C 1.223 -1.295 1.391
H 0.758 2.536 0.046
H 0.034 1.529 -1.047
H 1.656 1.061 -0.488
H 0.531 1.141 1.960
H -1.001 1.132 1.029
H -0.759 -1.212 2.800
H -2.047 -0.699 1.660
H -1.296 -2.240 1.542
H 1.149 -2.379 1.407
H 1.737 -0.861 2.255
H 1.961 -1.193 0.562
H -1.637 1.281 -5.370
H -0.522 0.458 -5.768
O -1.459 0.324 -5.495

List of natural (NBO) charges in e, atom by atom:
1. C -0.612
2. C -0.218
3. N -0.435
4. C -0.421
5. C -0.438
6. H 0.202
7. H 0.208
8. H 0.208
9. H 0.162
10. H 0.197
11. H 0.166
12. H 0.200
13. H 0.197
14. H 0.211
15. H 0.177
16. H 0.197
17. H 0.461
18. H 0.461
19. O -0.922



| no. | total energy (eV) |
| --- | --- |
| 1 | -20209.018 |
| 2 | -38228.730 |
| 3 | -44125.448 |
| 4 | -139469.754 |
| 5 | -8954.204 |
| 6 | -98400.949 |
| 7 | -7895.340 |